A) One molecule with the formula C9H15NO2. Source: the OMol25 dataset; level of theory: ωB97M-V/def2-TZVPD.

ORCA input file:
```
! wB97M-V def2-TZVPD RIJCOSX def2/J DEFGRID3
* xyz 0 1
C -0.84339 -0.33626 -0.56372
C -0.56482 -1.53987 -1.03253
C 0.77142 0.62106 1.27980
C -0.41090 1.50766 1.11646
C 0.05749 0.78485 -0.12525
C -1.60684 -2.27086 -1.76084
C 0.91841 -1.94892 -1.02366
C 2.23255 1.24785 1.52826
C -1.72268 1.09525 1.60067
N 0.68478 1.46828 -1.18997
O 1.19154 2.52100 -0.99159
O 0.69048 0.91106 -2.24425
H -1.79769 0.00649 -0.79390
H 0.62159 -0.25436 1.97268
H -0.28452 2.65065 1.12412
H -2.48856 -2.31294 -1.18461
H -1.85919 -1.78414 -2.69009
H -1.19602 -3.20116 -2.08149
H 1.55965 -1.03884 -1.26065
H 1.20622 -2.27971 -0.03849
H 1.20914 -2.82298 -1.71661
H 2.53119 2.11842 0.96742
H 2.88503 0.43525 1.27099
H 2.36816 1.43756 2.58855
H -1.75155 0.04563 1.62755
H -2.49969 1.44455 0.94183
H -1.90180 1.49446 2.67932
*
```

Computed properties:
**Highest occupied orbital energy**: -9.15 eV
**Gap between HOMO and LUMO**: 9.849 eV
**LUMO**: 0.70 eV
**SMILES string**: CC(C)=CC1([N+](=O)[O-])[C@@H](C)[C@@H]1C


B) One molecule with the formula C9H15NO2. Source: the OMol25 dataset; level of theory: ωB97M-V/def2-TZVPD.

ORCA input file:
```
! wB97M-V def2-TZVPD RIJCOSX def2/J DEFGRID3
* xyz 0 1
C -1.07668 -2.42816 0.17802
C 2.35105 1.25782 0.60512
C -1.77314 -1.08254 0.50287
C 0.14073 -1.72398 -0.23729
C 1.40594 1.39574 -0.59276
C 1.23324 0.71186 1.47824
C -0.57655 -0.43169 -0.45477
C 0.29626 0.79664 0.26707
C -1.02869 0.03237 -1.85603
N -0.70060 1.73030 0.55536
O -1.00640 2.54526 -0.26807
O -1.29577 1.67892 1.61867
H -1.09546 -3.13415 0.95851
H -1.50046 -2.82439 -0.74848
H 3.13681 0.53636 0.60859
H 2.73509 2.22008 0.80873
H -2.80030 -0.88166 0.17097
H -1.58484 -0.87227 1.47346
H 0.87067 -1.77256 0.52695
H 0.57483 -2.01488 -1.25354
H 1.03561 2.37380 -0.81366
H 1.62680 0.80032 -1.46226
H 1.46402 -0.29692 1.81569
H 0.85216 1.19973 2.30909
H -0.04117 0.11111 -2.29315
H -1.57102 0.87369 -1.80159
H -1.67214 -0.80080 -2.09574
*
```

Computed properties:
**Highest occupied orbital energy**: -10.16 eV
**Gap between HOMO and LUMO**: 10.826 eV
**LUMO**: 0.67 eV
**SMILES string**: CC1(C2([N+](=O)[O-])CCC2)CCC1


Which structure is most stable, and how do the rest compare? From most to least stable: A), B).